[1]
A 2-piece molecular cluster, C8H8N2O4S overall at a distorted geometry, computed with wB97M-V/def2-TZVPD.

Each line ends with the Löwdin charge.
Positions of all 23 atoms, in Å:
C -2.928561 1.036596 0.826216  -0.035
C -1.878515 1.748406 1.467025  -0.050
C -2.694464 0.326792 -0.323691  -0.027
C -0.609873 1.720421 1.009585  -0.115
C -1.402199 0.405127 -0.881373  -0.070
C -0.444060 1.123366 -0.224897  -0.493
C 3.309519 -1.875802 -1.141415  0.142
C 2.259000 0.448779 0.171927  -0.383
N 3.582299 0.879786 -0.013292  -0.419
N 1.729174 -0.300706 1.207386  -0.409
O 3.800657 1.684995 -0.929400  0.003
O 2.452070 -0.434897 2.157465  0.126
O 4.470726 0.435870 0.699832  0.082
O 0.656131 -0.847725 1.035797  0.074
S 1.193268 1.245940 -1.003553  1.160
H -3.889360 1.038166 1.095110  0.065
H -2.020308 2.333967 2.381369  0.118
H -3.435572 -0.173148 -0.753251  0.068
H 0.088398 2.206224 1.603257  0.103
H -1.249616 -0.027708 -1.760037  0.066
H 3.786855 -1.543799 -0.246448  -0.022
H 2.722497 -2.732281 -0.791864  0.021
H 3.529674 -1.638870 -2.130541  -0.004

Cartesian forces (eV/Å) of the 2 atoms listed first:
C 3.5948 0.4905 -0.8106
C -2.1076 -0.2269 1.1083

## Properties
energy = -30420.08819 eV
orbital gap (alpha / beta) = 6.141 / 8.587 eV
M = 228.23 g mol⁻¹
lowest unoccupied orbital energy (alpha / beta) = -2.94 / -0.69 eV
energy above the lowest of the compared OMol25 structures with the same formula, charge and spin = 970.7 kJ/mol
highest occupied orbital energy (alpha / beta) = -9.1 / -9.3 eV

***

[2]
A 2-piece molecular cluster, C4H10N2O2 overall at a distorted geometry, computed with wB97M-V/def2-TZVPD.

Each line ends with the Löwdin charge.
Positions of all 18 atoms, in Å:
C -2.026761 -2.388777 -0.972606  -0.045
C -1.116428 -1.288958 -0.680091  -0.528
N 0.189435 -1.503368 -0.843059  0.194
O -1.709210 -0.275584 -0.092784  -0.088
H -2.604976 -2.385710 0.072481  0.137
H -1.616480 -3.362169 -1.384276  0.091
H -2.955406 -1.966535 -1.651893  0.142
H 1.122517 -1.017692 -0.553631  0.106
H 0.398888 -2.329526 -1.193830  0.034
C 2.010035 2.469903 1.160941  -0.080
C 1.164188 1.194879 0.630623  -0.687
N -0.104624 1.501012 0.656992  0.049
O 1.666523 0.185514 0.201323  0.000
H 1.119767 3.406635 0.963015  0.104
H 3.250766 2.659731 0.759920  0.134
H 2.044705 2.179069 2.428123  0.125
H -0.901413 0.962893 -0.058654  0.114
H -0.296756 2.668063 0.219706  0.198

Cartesian forces (eV/Å) of the 2 atoms listed first:
C -4.2793 -0.2182 -0.1252
C -0.5264 2.8896 2.3571

## Properties
energy = -11381.17427 eV
orbital gap = 9.951 eV
M = 118.14 g mol⁻¹
lowest unoccupied orbital energy = 0.64 eV
SMILES = CC(N)=O.CC(N)=O
energy above the lowest of the compared OMol25 structures with the same formula, charge and spin = 552.7 kJ/mol
highest occupied orbital energy = -9.3 eV

***

[3]
C5H11O4Tm as an isolated structure at a distorted geometry, computed with wB97M-V/def2-TZVPD.

Each line ends with the Löwdin charge.
Positions of all 21 atoms, in Å:
O 0.675612 0.165697 -2.291848  -0.396
C 0.565717 -1.093879 -1.988455  -0.324
C 0.401695 -1.564608 -0.722528  -0.186
O 0.313732 -0.620225 0.296415  -0.269
C -0.917068 -0.588662 1.011212  -0.172
C -1.244574 0.843701 1.347248  -0.223
O -1.268474 1.582259 0.140387  -0.345
C -1.800525 2.884207 0.291952  -0.123
Tm 1.181308 1.591715 -0.831155  1.009
H 0.659578 -1.842670 -2.793030  0.117
H 3.336362 -2.578377 -0.179671  0.042
H -0.837256 -1.182223 1.934815  0.139
H -1.714380 -1.015614 0.386170  0.141
H -0.489682 1.272955 2.030652  0.125
H -2.226374 0.886734 1.845160  0.140
H -1.567294 3.445622 -0.619783  0.076
H -2.892161 2.835040 0.427614  0.101
H -1.346055 3.396869 1.156249  0.094
H 0.237148 -2.613256 -0.467392  0.114
O 4.266613 -2.917980 -0.050170  -0.086
H 4.666075 -2.887306 -0.923844  0.026

Cartesian forces (eV/Å) of the 2 atoms listed first:
O -0.0509 0.1881 -0.5319
C 0.0476 -1.3384 0.6801

## Properties
⟨S²⟩ = 2.011
energy = -43079.75388 eV
orbital gap (alpha / beta) = 5.522 / 6.111 eV
M = 304.07 g mol⁻¹
lowest unoccupied orbital energy (alpha / beta) = 0.53 / 0.12 eV
highest occupied orbital energy (alpha / beta) = -5.0 / -6.0 eV
multiplicity = 3

***

[4]
A 3-piece molecular cluster, C2H11N3O2 overall at a distorted geometry, computed with wB97M-V/def2-TZVPD.

Each line ends with the Löwdin charge.
Positions of all 18 atoms, in Å:
H 1.102452 0.507209 1.035717  0.055
N 0.185901 0.180593 0.798340  0.089
C -0.335175 -0.371609 -0.225384  -0.572
N 0.411505 -0.997485 -1.228332  0.122
N -1.672062 -0.343926 -0.426375  -0.019
C -2.705705 0.074476 0.524142  -0.057
H 1.360094 -0.683180 -1.185935  0.089
H -0.079108 -1.762811 -1.648686  0.083
H -1.999036 -0.940800 -1.168694  0.120
H -2.337005 0.891836 1.132302  0.053
H -2.855141 -0.791805 1.172648  0.085
H -3.600772 0.367489 -0.011458  0.080
O 5.097895 -0.929619 -1.400954  -0.065
H 5.075765 -0.965267 -0.435710  0.034
H 4.754407 -1.800180 -1.634144  0.031
O -0.624105 2.720721 1.685838  -0.109
H -0.238527 1.868740 1.386584  -0.030
H -1.541389 2.975613 1.630101  0.010

Cartesian forces (eV/Å) of the 2 atoms listed first:
H 0.6580 -1.0082 -0.9026
N -1.4689 1.1821 1.0224

## Properties
energy = -10816.91890 eV
orbital gap = 9.464 eV
M = 109.13 g mol⁻¹
lowest unoccupied orbital energy = 0.51 eV
SMILES = [H]/N=C(\N)NC.O.O
energy above the lowest of the compared OMol25 structures with the same formula, charge and spin = 140.5 kJ/mol
highest occupied orbital energy = -9.0 eV